(1)
93
Properties=species:S:1:pos:R:3:lowdin_charge:R:1 method="wB97M-V/def2-TZVPD" e_above_lowest_kcal_mol=18.9 charge=0 homo_energy_ev=-6.5
Pd 0.3663 0.5884 1.1178 0.926
Cl 6.9071 -2.4719 7.2424 0.668
C 5.7556 -1.9445 6.0603 -0.671
C 4.9956 -2.8780 5.3724 -0.094
C 4.0408 -2.4439 4.4718 -0.035
C 3.8242 -1.0842 4.2434 -0.191
C 4.6315 -0.1672 4.9198 -0.031
C 5.5917 -0.5882 5.8185 -0.092
C 2.7887 -0.6170 3.3097 -0.067
C 3.1920 0.2808 2.2873 -0.233
C 4.5350 0.6746 2.0340 0.002
C 4.5127 1.5028 0.9459 0.017
C 3.1587 1.6139 0.5391 -0.222
C 2.7191 2.3982 -0.5450 -0.068
C 3.7551 3.0930 -1.3419 -0.227
C 4.3335 4.2683 -0.8753 -0.022
C 5.2825 4.9334 -1.6304 -0.096
C 5.6579 4.4184 -2.8622 -0.672
Cl 6.8220 5.2658 -3.8272 0.665
C 5.1089 3.2354 -3.3326 -0.093
C 4.1548 2.5828 -2.5718 -0.012
C 1.3980 2.6082 -0.9035 -0.245
N 0.2976 2.0795 -0.2857 -0.036
C -0.8033 2.5917 -0.9064 -0.235
C -2.1295 2.2705 -0.6148 -0.052
C -3.2093 3.1125 -1.1721 -0.198
C -3.9959 3.8420 -0.2794 -0.023
C -4.9869 4.6939 -0.7249 -0.095
C -5.2120 4.8274 -2.0853 -0.672
Cl -6.4489 5.9018 -2.6518 0.666
C -4.4599 4.0999 -2.9933 -0.095
C -3.4659 3.2512 -2.5348 -0.030
C -2.5123 1.2270 0.2671 -0.239
C -3.8496 0.7756 0.4441 0.002
C -3.8119 -0.2444 1.3563 0.006
C -2.4518 -0.4142 1.7259 -0.234
N -1.6743 0.4774 1.0375 0.001
C -2.0022 -1.2761 2.7456 -0.068
C -0.6937 -1.3611 3.2039 -0.229
C -0.3048 -2.1276 4.3488 0.011
C 1.0251 -1.9352 4.5260 0.005
C 1.4743 -1.0660 3.4733 -0.240
N 0.4074 -0.7313 2.6826 0.012
C -3.0540 -2.0292 3.4723 -0.221
C -3.5099 -1.5685 4.7058 -0.018
C -4.5457 -2.2097 5.3589 -0.093
C -5.1284 -3.3259 4.7807 -0.678
Cl -6.4388 -4.1171 5.5818 0.673
C -4.6737 -3.8154 3.5681 -0.096
C -3.6414 -3.1624 2.9185 -0.021
C -0.3792 3.5105 -1.9302 0.015
C 0.9730 3.4974 -1.9474 0.020
N 2.3698 0.8588 1.3615 0.001
H 5.1478 -3.9336 5.5415 0.107
H 3.4597 -3.1738 3.9278 0.113
H 4.4857 0.8895 4.7506 0.125
H 6.2079 0.1297 6.3376 0.107
H 5.3972 0.3575 2.5875 0.107
H 5.3415 1.9930 0.4734 0.113
H 4.0306 4.6661 0.0826 0.128
H 5.7257 5.8483 -1.2682 0.105
H 5.4244 2.8280 -4.2821 0.107
H 3.7178 1.6629 -2.9311 0.129
H -3.8163 3.7570 0.7812 0.127
H -5.5839 5.2508 -0.0216 0.106
H -4.6579 4.1995 -4.0503 0.106
H -2.8922 2.6786 -3.2479 0.124
H -4.7055 1.1770 -0.0615 0.113
H -4.6322 -0.8046 1.7602 0.112
H -0.9865 -2.7187 4.9284 0.112
H 1.6509 -2.3372 5.2980 0.106
H -3.0601 -0.6916 5.1512 0.130
H -4.9157 -1.8418 6.3036 0.106
H -5.1375 -4.6891 3.1390 0.104
H -3.2829 -3.5347 1.9694 0.109
H -1.0358 4.0808 -2.5561 0.104
H 1.6253 4.0472 -2.5972 0.115
C -2.3456 -2.6261 -1.4739 -0.042
N -1.2273 -3.1088 -0.7139 -0.127
C -1.1151 -4.3041 -0.0578 -0.061
C 0.1069 -4.3313 0.5317 -0.048
N 0.7353 -3.1600 0.2264 -0.123
C 2.0415 -2.7499 0.6490 -0.044
C -0.0853 -2.4087 -0.5388 -0.720
Se 0.3634 -0.8172 -1.3429 0.689
H -3.1530 -3.3524 -1.4351 0.093
H -2.0483 -2.4515 -2.5104 0.085
H -2.6879 -1.6756 -1.0559 0.076
H -1.8871 -5.0457 -0.0778 0.117
H 0.5771 -5.0904 1.1214 0.120
H 2.7796 -2.9353 -0.1339 0.102
H 2.3119 -3.2915 1.5521 0.091
H 2.0227 -1.6724 0.8487 0.033



(2)
99
Properties=species:S:1:pos:R:3:lowdin_charge:R:1 method="wB97M-V/def2-TZVPD" charge=-2 s2=2.002 homo_energy_ev="-1.7 / -1.7" multiplicity=3
Tm -0.0344 1.3984 -0.4947 1.149
C 3.2965 0.4733 -3.8278 -0.031
O 3.7197 1.8912 -3.6443 -0.106
C 3.9679 2.3690 -2.4166 -0.261
C 5.1421 3.1249 -2.2722 -0.051
C 5.6874 3.4949 -1.0215 -0.142
C 4.9567 3.2480 0.1253 -0.080
C 3.6426 2.6354 0.0396 -0.150
C 2.8255 2.6188 1.2246 -0.073
N 1.5794 2.1251 1.2816 -0.078
N 0.8960 2.5333 2.3782 0.025
C -0.3741 2.1205 2.4341 -0.399
O -0.9898 1.5174 1.4671 -0.211
C -1.0866 2.3586 3.8303 -0.136
C -2.4938 2.1001 3.9321 -0.032
C -3.1059 2.1538 5.1628 -0.101
C -2.3965 2.6731 6.2954 -0.124
C -1.1322 3.1631 6.0832 -0.103
C -0.4878 2.9973 4.8191 -0.072
C 3.0737 2.2133 -1.2418 -0.298
O 1.9315 1.6638 -1.4206 -0.225
H 3.0888 0.3835 -4.8883 0.068
H 2.2382 0.2953 -3.4502 0.067
H 3.9905 -0.3133 -3.4215 0.108
H 5.7149 3.3372 -3.1347 0.084
H 6.7187 3.8938 -0.9433 0.087
H 5.4024 3.2908 1.1201 0.093
H 3.1669 3.1101 2.2003 0.134
H -2.9727 1.8322 3.0073 0.101
H -4.1836 1.9280 5.2249 0.093
H -2.7511 2.5429 7.3208 0.086
H -0.6264 3.6800 6.9189 0.096
H 0.5718 3.2318 4.8598 0.108
S -1.0609 -0.0548 -2.6860 0.248
P -0.5451 -1.7281 -1.6063 0.438
C 0.2298 -1.0848 -0.2025 -0.627
P 1.4973 -1.5429 0.8520 0.268
S 3.3389 -1.0300 0.5455 0.240
C 0.9300 -1.2739 2.5419 -0.360
C -0.3916 -1.7438 2.7624 -0.085
C -0.9428 -1.5157 4.0412 -0.080
C -0.2023 -0.8876 5.0392 -0.122
C 1.1009 -0.5119 4.8025 -0.097
C 1.6525 -0.6658 3.5404 -0.096
C 1.6039 -3.3731 0.9268 -0.325
C 1.5875 -4.0880 -0.2618 -0.117
C 1.4223 -5.4415 -0.2345 -0.117
C 1.2881 -6.1252 0.9767 -0.104
C 1.3887 -5.4215 2.1956 -0.087
C 1.5687 -4.0548 2.1331 -0.098
C -2.0872 -2.5397 -1.1515 -0.339
C -2.9127 -3.0959 -2.1701 -0.088
C -4.1799 -3.5516 -1.8194 -0.070
C -4.5989 -3.4986 -0.4269 -0.079
C -3.7337 -2.9223 0.5025 -0.109
C -2.4954 -2.4459 0.1482 -0.111
C 0.1524 -2.8577 -2.8293 -0.327
C 0.8594 -2.3189 -3.9255 -0.088
C 1.2136 -3.1424 -4.9822 -0.089
C 0.8022 -4.4645 -5.0718 -0.078
C 0.1021 -5.0136 -3.9405 -0.101
C -0.1623 -4.2646 -2.8330 -0.137
H -0.8451 -2.3703 2.0126 0.070
H -2.0163 -1.7431 4.3034 0.109
H -0.6223 -0.8824 6.0339 0.091
H 1.6614 -0.0791 5.6146 0.094
H 2.6456 -0.2856 3.3292 0.086
H 1.7811 -3.6103 -1.2307 0.103
H 1.4720 -5.9792 -1.1590 0.088
H 1.0391 -7.1681 0.8987 0.076
H 1.2297 -5.9715 3.1298 0.095
H 1.5927 -3.5435 3.0537 0.087
H -2.5587 -3.2721 -3.1624 0.097
H -4.7249 -3.9977 -2.5809 0.062
H -5.5855 -3.8445 -0.0657 0.090
H -4.0178 -2.7461 1.5775 0.116
H -1.9678 -1.8532 0.9146 0.078
H 1.1241 -1.3187 -3.8325 0.028
H 1.8975 -2.7885 -5.6843 0.078
H 0.8471 -5.0866 -5.9608 0.087
H -0.1708 -6.0879 -3.9198 0.103
H -0.7472 -4.6469 -2.0127 0.101
I 1.9739 5.6580 -2.7624 0.862
C -0.1217 5.1894 -2.3921 -0.547
C -1.0132 5.8706 -3.1978 -0.261
C -2.3677 5.6596 -2.9660 -0.771
I -3.5844 7.1120 -3.6446 0.882
C -2.8614 4.5020 -2.2976 -0.204
C -4.1763 3.9221 -2.3984 0.006
C -4.3481 2.7447 -1.6515 -0.069
C -3.3560 2.1514 -0.9769 -0.159
N -2.1642 2.7168 -0.7841 0.050
C -1.8915 3.8899 -1.4386 -0.124
C -0.5145 4.2570 -1.4745 -0.440
O 0.3519 3.6544 -0.7402 -0.172
H -0.6678 6.4965 -3.9532 0.043
H -4.9001 4.4306 -3.0295 0.072
H -5.3039 2.2801 -1.6289 0.094
H -3.4902 1.3138 -0.3376 0.112